[1]
Formula: C29H43BF3IrN9S2
Source: OMol25
Level of theory: ωB97M-V/def2-TZVPD

```
88
Properties=species:S:1:pos:R:3
Ir -0.70 0.00 0.61
C -3.39 1.02 -2.09
C -2.01 0.85 -2.75
C -2.12 1.17 -4.24
C -1.02 1.73 -2.05
C -0.51 2.95 -2.51
C 0.21 3.48 -1.46
N 0.13 2.63 -0.43
N -0.61 1.55 -0.77
B 0.55 2.84 1.02
N -0.70 2.65 1.88
C -1.28 3.49 2.74
C -2.37 2.87 3.29
C -2.43 1.60 2.71
N -1.39 1.48 1.85
C -3.48 0.55 2.98
C -4.46 1.01 4.05
C -4.23 0.18 1.69
N 1.52 1.72 1.44
C 2.72 1.83 1.99
C 3.13 0.57 2.39
C 2.09 -0.30 2.04
N 1.11 0.44 1.46
C 2.03 -1.78 2.35
C 3.37 -2.26 2.92
C 1.65 -2.67 1.17
H -4.11 0.34 -2.54
H -3.74 2.04 -2.23
H -3.34 0.81 -1.02
H -1.70 -0.19 -2.63
H -2.52 2.17 -4.38
H -2.80 0.47 -4.72
H -1.16 1.11 -4.75
H -0.66 3.39 -3.48
H 0.75 4.41 -1.37
H 1.03 3.91 1.19
H -0.87 4.48 2.90
H -3.05 3.28 4.02
H -2.97 -0.34 3.34
H -4.99 1.91 3.73
H -3.95 1.23 4.99
H -5.20 0.24 4.23
H -4.77 1.04 1.30
H -4.96 -0.61 1.90
H -3.55 -0.18 0.92
H 3.21 2.79 2.07
H 4.05 0.32 2.88
H 1.27 -1.89 3.13
H 4.18 -2.07 2.22
H 3.32 -3.33 3.12
H 3.61 -1.76 3.86
H 2.49 -2.78 0.49
H 0.81 -2.27 0.60
H 1.37 -3.66 1.52
F -4.03 -3.73 -0.59
C -3.14 -4.44 0.12
F -2.21 -4.89 -0.74
F -3.77 -5.49 0.64
C -2.51 -3.59 1.20
C -2.54 -3.97 2.53
C -1.94 -3.16 3.49
C -1.34 -1.99 3.09
N -1.32 -1.63 1.80
C -1.87 -2.41 0.87
S -1.62 -1.68 -0.70
H -3.02 -4.90 2.81
H -1.95 -3.44 4.53
H -0.84 -1.33 3.79
C 5.20 1.11 -3.15
N 4.26 0.34 -2.34
C 4.71 0.08 -0.97
C 3.07 -0.04 -2.77
S 1.85 -0.59 -1.66
N 2.76 -0.05 -4.07
C 1.36 -0.01 -4.52
C 3.70 -0.56 -5.09
H 5.62 1.89 -2.53
H 4.69 1.57 -3.99
H 6.01 0.48 -3.52
H 5.71 -0.37 -1.00
H 4.04 -0.61 -0.46
H 4.76 1.01 -0.41
H 0.77 0.59 -3.83
H 0.93 -1.01 -4.59
H 1.34 0.45 -5.51
H 4.62 -0.89 -4.63
H 3.91 0.20 -5.84
H 3.23 -1.41 -5.58
```

total charge	+2
E_tot	-2848.43192	hartree
E_LUMO (spin up / spin down)	-6.32 / -8.68	eV
frontier orbital gap (spin up / spin down)	7.65 / 5.29	eV
<S²>	0.75
E_HOMO (spin up / spin down)	-0.5136 / -0.5134	hartree
multiplicity	2

[2]
Formula: C6H17N4
Source: OMol25
Level of theory: ωB97M-V/def2-TZVPD

```
27
Properties=species:S:1:pos:R:3
C 0.67 0.36 0.40
C 0.91 1.30 2.77
C -0.45 2.36 0.69
C -0.18 -2.62 0.96
C 0.12 0.23 -2.66
C 0.08 1.11 1.49
N 1.76 0.24 -0.12
N -1.07 -1.70 0.28
N -0.80 -0.65 -0.39
N -0.22 -1.11 -2.03
H 1.88 1.81 2.80
H 0.95 0.31 3.24
H 0.28 1.95 3.48
H 0.47 2.74 0.31
H -0.98 3.02 1.34
H -1.16 2.13 -0.08
H -0.70 -2.83 1.80
H 0.21 -3.58 0.38
H 0.71 -2.12 1.26
H -0.34 1.04 -2.02
H 1.26 0.32 -2.72
H -0.33 0.29 -3.57
H -0.92 0.52 1.83
H 1.94 -0.07 -1.05
H -2.04 -2.19 0.12
H 0.61 -1.66 -2.14
H -1.12 -1.53 -2.56
```

total charge	+1
E_tot	-457.39576	hartree
E_LUMO	-3.14	eV
frontier orbital gap	10.04	eV
E_HOMO	-0.4844	hartree
multiplicity	1

[3]
Formula: C23H42BF6N8S3SbTi
Source: OMol25
Level of theory: ωB97M-V/def2-TZVPD

```
85
Properties=species:S:1:pos:R:3
Ti -0.87 0.07 1.55
C 2.01 5.17 -0.45
C 0.84 4.94 -1.40
C 1.05 5.81 -2.64
C -0.50 5.30 -0.76
N 0.79 3.48 -1.80
C 0.96 3.01 -3.09
C 0.82 1.68 -3.06
N 0.54 1.31 -1.76
B 0.33 -0.03 -1.06
N 1.69 -0.61 -0.59
C 2.65 -1.01 -1.49
C 3.73 -1.39 -0.79
N 3.45 -1.23 0.55
C 2.19 -0.75 0.66
S 1.38 -0.38 2.14
C 4.41 -1.55 1.66
C 3.83 -2.66 2.54
C 5.72 -2.05 1.05
C 4.72 -0.28 2.45
N -0.52 -1.07 -1.80
C -1.00 -1.12 -3.10
C -1.74 -2.23 -3.22
N -1.74 -2.88 -1.99
C -1.02 -2.14 -1.13
S -0.73 -2.34 0.57
C -2.52 -4.15 -1.79
C -2.04 -4.94 -0.57
C -3.99 -3.77 -1.63
C -2.32 -5.04 -3.02
C 0.55 2.43 -0.98
S 0.36 2.47 0.73
H 2.03 6.23 -0.20
H 2.95 4.92 -0.95
H 1.93 4.59 0.46
H 1.07 6.85 -2.31
H 0.23 5.72 -3.36
H 1.99 5.60 -3.13
H -0.52 6.37 -0.57
H -0.65 4.78 0.18
H -1.32 5.05 -1.43
H 1.17 3.65 -3.92
H 0.90 0.97 -3.87
H -0.28 0.41 -0.15
H 2.48 -0.98 -2.55
H 4.67 -1.76 -1.15
H 3.61 -3.54 1.93
H 2.92 -2.35 3.04
H 4.57 -2.93 3.29
H 5.58 -2.98 0.49
H 6.41 -2.27 1.86
H 6.19 -1.30 0.41
H 3.84 0.12 2.95
H 5.13 0.49 1.80
H 5.46 -0.51 3.22
H -0.81 -0.34 -3.82
H -2.28 -2.60 -4.07
H -2.29 -4.45 0.36
H -0.96 -5.11 -0.60
H -2.53 -5.91 -0.60
H -4.12 -3.12 -0.76
H -4.59 -4.67 -1.49
H -4.36 -3.25 -2.51
H -1.26 -5.25 -3.18
H -2.72 -4.60 -3.93
H -2.84 -5.98 -2.86
N -1.16 0.74 3.66
C -1.86 -0.33 4.41
C -3.15 -0.63 3.68
N -2.82 -0.89 2.27
H -0.29 0.99 4.13
H -1.74 1.58 3.64
H -2.03 -0.06 5.45
H -1.21 -1.22 4.41
H -3.81 0.23 3.73
H -3.66 -1.48 4.14
H -3.56 -0.51 1.67
H -2.76 -1.89 2.08
F -2.23 1.48 0.99
Sb -3.89 2.59 1.18
F -2.77 4.07 1.33
F -3.88 2.72 -0.68
F -5.49 3.49 1.43
F -4.74 0.90 1.08
F -3.63 2.26 3.03
```

total charge	+1
E_tot	-4248.22614	hartree
E_LUMO (spin up / spin down)	-2.89 / -2.54	eV
frontier orbital gap (spin up / spin down)	7.30 / 7.66	eV
<S²>	0.76
E_HOMO (spin up / spin down)	-0.3745 / -0.3748	hartree
multiplicity	2

[4]
Formula: C4H13NO2
Source: OMol25
Level of theory: ωB97M-V/def2-TZVPD

```
20
Properties=species:S:1:pos:R:3
C 0.30 0.71 -2.09
C 0.73 -0.35 -1.46
C 0.90 -0.38 0.06
C -0.13 -1.39 0.52
N -0.87 -1.12 1.81
H -0.01 1.67 -1.65
H 0.24 0.89 -3.16
H 0.93 -1.38 -1.90
H 1.87 -0.58 0.40
H 0.66 0.64 0.58
H 0.28 -2.57 0.50
H -1.04 -1.34 -0.10
H -0.51 -0.57 2.56
H -1.81 -0.80 1.56
O 4.51 0.94 3.00
H 5.02 0.66 2.17
H 4.04 1.74 2.79
O -5.17 1.21 -1.52
H -5.69 0.97 -2.28
H -4.26 1.04 -1.79
```

total charge	0
E_tot	-365.35082	hartree
E_LUMO	0.60	eV
frontier orbital gap	9.43	eV
E_HOMO	-0.3243	hartree
structure (SMILES)	C=CCCN.O.O
multiplicity	1

[5]
Formula: C4H6NO3P
Source: OMol25
Level of theory: ωB97M-V/def2-TZVPD

```
15
Properties=species:S:1:pos:R:3
O -2.56 -1.74 -0.02
C -1.46 -0.99 -0.12
C -0.16 -1.33 0.14
C 0.67 -0.22 0.03
P 2.43 0.03 -0.08
C -0.33 0.96 -0.29
O -0.22 2.32 -0.38
N -1.53 0.36 -0.30
O -2.82 1.04 -0.42
H -3.30 -1.44 -0.44
H 0.07 -2.32 0.15
H 2.51 -0.76 -1.37
H 2.93 -1.04 0.65
H 0.38 2.50 -1.07
H -2.73 2.00 -0.05
```

total charge	0
E_tot	-777.69432	hartree
E_LUMO	0.25	eV
frontier orbital gap	7.56	eV
E_HOMO	-0.2686	hartree
structure (SMILES)	Oc1cc(P)c(O)n1O
multiplicity	1

[6]
Formula: C12H15N2O
Source: OMol25
Level of theory: ωB97M-V/def2-TZVPD

```
30
Properties=species:S:1:pos:R:3
C 1.70 -2.93 1.65
C 0.65 -3.61 2.07
C 1.64 -1.57 1.36
C -0.52 -2.86 2.35
C 0.44 -0.90 1.52
C -0.64 -1.58 2.02
C 0.63 0.52 1.14
C -0.01 2.63 0.28
C -1.16 3.11 -0.55
C -1.08 0.82 -0.63
C 0.32 -0.13 -2.54
C -0.88 -0.38 -1.51
N -0.10 1.20 0.22
N -1.42 2.04 -1.46
O 1.49 1.15 1.70
H 2.45 -3.54 1.32
H 0.64 -4.72 2.16
H 2.50 -1.04 1.17
H -1.13 -3.39 3.06
H 1.05 2.78 -0.12
H -0.03 2.92 1.29
H -1.93 3.34 0.16
H -0.87 4.00 -1.14
H 0.04 -0.12 -3.60
H 1.06 -0.90 -2.58
H 0.82 0.91 -2.27
H -0.71 -1.21 -0.75
H -1.75 -0.50 -2.20
H -2.39 1.99 -1.84
H -0.79 1.96 -2.29
```

total charge	+1
E_tot	-650.56968	hartree
E_LUMO (spin up / spin down)	-4.37 / -3.84	eV
frontier orbital gap (spin up / spin down)	7.85 / 8.08	eV
E_HOMO (spin up / spin down)	-0.4491 / -0.4379	hartree
multiplicity	1

What is the E_tot in the fourth record?
-365.35082 hartree

The highest E_tot belongs to which entry?
C4H13NO2